C23H44NOOsP3 | ωB97M-V/def2-TZVPD

## Properties
Net charge ... +4
Energy relative to the best compared isomer or geometry (same formula, charge and spin) ... 0.000 eV
Calculated total energy ... -2145.955229 Eh
Expectation value of S² ... 6.026
Multiplicity ... 5

Last column: Mulliken charge in e.
Element x y z (Å)
Os1 0.2540 0.9426 0.1824  1.3625
P1 -0.6728 3.0585 0.7071  0.5052
P2 -0.9622 -0.4424 1.6803  0.6710
P3 -1.3204 0.6104 -1.4998  0.6078
H1 2.3321 -0.7591 -0.0319  0.4959
C1 1.5871 -0.3563 -0.7291  -0.9486
C2 1.7940 0.9984 -1.2364  -0.6148
H2 2.7141 1.5122 -0.9311  0.5883
C3 0.1997 4.1169 1.9158  -1.2404
C4 -2.3706 3.0485 1.4043  -1.2529
C5 -0.7975 4.1800 -0.7364  -1.1989
C6 -0.3267 -2.1300 1.3717  -0.9844
C7 -0.7203 -0.1685 3.4870  -1.3567
C8 -2.7879 -0.6479 1.6532  -1.3857
C9 -0.8756 1.2751 -3.1502  -1.6049
C10 -3.0685 1.1957 -1.4110  -1.5946
C11 -1.6185 -1.1642 -1.8622  -1.3313
H3 1.1857 -1.0928 -1.4322  0.5525
H4 1.5019 1.1887 -2.2750  0.2200
H5 1.2399 4.2851 1.6113  0.3980
H6 0.1827 3.6565 2.9122  0.4088
H7 -0.3208 5.0847 1.9676  0.5779
H8 -2.4106 2.4113 2.2959  0.3472
H9 -3.0978 2.6820 0.6734  0.3715
H10 -2.6457 4.0727 1.6918  0.5532
H11 0.1717 4.2169 -1.2501  0.3920
H12 -1.0496 5.1929 -0.3894  0.5369
H13 -1.5634 3.8442 -1.4454  0.3526
H14 -0.8005 -2.8459 2.0552  0.5406
H15 0.7608 -2.1712 1.5111  0.3659
H16 -0.5530 -2.4386 0.3428  0.0378
H17 -1.4824 -0.7339 4.0409  0.5406
H18 -0.8462 0.8962 3.7293  0.3952
H19 0.2689 -0.5090 3.8210  0.4673
H20 -3.0863 -1.2243 2.5428  0.6008
H21 -3.1276 -1.1894 0.7625  0.3777
H22 -3.2783 0.3332 1.6975  0.3784
H23 -1.7046 1.1082 -3.8520  0.5105
H24 0.0162 0.7748 -3.5395  0.5039
H25 -0.6769 2.3510 -3.0883  0.3934
H26 -3.6138 0.8662 -2.3083  0.5894
H27 -3.1261 2.2884 -1.3751  0.5231
H28 -3.5756 0.7823 -0.5334  0.3492
H29 -2.1063 -1.2708 -2.8417  0.7452
H30 -2.2660 -1.6310 -1.1119  0.5939
H31 -0.6797 -1.7254 -1.8802  -0.0544
C12 -1.3500 -5.0808 -1.7704  0.8792
C13 -1.1576 -6.4763 -1.7044  -0.6948
C14 -0.5264 -7.1032 -2.7790  -0.4287
C15 -0.1413 -6.3649 -3.9100  -0.3784
C16 -0.4890 -5.0128 -4.0172  -0.4857
C17 -1.1649 -4.3863 -2.9680  -0.0247
O1 -1.5966 -4.3318 -0.6507  -0.2735
H32 -1.6380 -4.9180 0.1271  0.3431
H33 -1.4562 -7.0377 -0.8201  0.4183
H34 -0.3137 -8.1740 -2.7400  0.4310
H35 0.4215 -6.8474 -4.7134  0.4583
H36 -0.2366 -4.4394 -4.9158  0.4258
H37 -1.5006 -3.3559 -3.0477  0.3515
N1 1.7947 0.9876 1.7992  -0.8076
C18 3.0870 1.6717 1.8459  0.4267
C19 3.3362 2.8148 1.0914  0.0391
C20 4.5592 3.4825 1.2765  -1.2553
C21 5.5152 2.9929 2.1693  -0.6085
C22 5.2511 1.8309 2.9071  -0.7107
C23 4.0281 1.1744 2.7572  -0.4654
H38 1.2881 1.3294 2.6151  0.4059
H39 1.9802 0.0059 2.0422  0.3282
H40 2.6009 3.1699 0.3603  0.5963
H41 4.7522 4.3801 0.6931  0.4332
H42 6.4840 3.4865 2.2654  0.4392
H43 6.0053 1.4441 3.5911  0.4404
H44 3.7907 0.2847 3.3496  0.4304